1.
C28H27N9O3PtS3 as an isolated structure in a non-equilibrium geometry. Source: the OMol25 dataset; level of theory: ωB97M-V/def2-TZVPD.

Cartesian coordinates (Å):
Pt1 -0.42010 -0.85340 0.28116
S1 1.61208 -0.94618 1.57598
C1 2.43970 -1.04997 0.04988
N1 1.65066 -1.11628 -0.95666
C2 2.33552 -1.16980 -2.17042
C3 1.77306 -1.22396 -3.44217
C4 2.62493 -1.26681 -4.52754
C5 4.01505 -1.25890 -4.35684
C6 4.58198 -1.19356 -3.09901
C7 3.72432 -1.15011 -2.00310
S2 4.12912 -1.05709 -0.29936
H1 0.69580 -1.22773 -3.55620
H2 2.21520 -1.29501 -5.52819
H3 4.65565 -1.30252 -5.22699
H4 5.65517 -1.16473 -2.96517
C8 3.66088 4.34327 3.99374
C9 2.41406 3.66283 3.50084
C10 1.75372 2.72026 4.29088
C11 0.57231 2.14057 3.86774
C12 0.04430 2.50910 2.63533
C13 0.69612 3.41903 1.81436
C14 1.87770 3.99097 2.25664
S3 -1.49324 1.84060 2.14033
O1 -2.42303 1.83742 3.22013
O2 -1.85885 2.42743 0.88790
N2 -1.12799 0.23549 1.85449
C15 -1.45813 -0.84365 2.61040
C16 -1.99381 -0.97926 3.89216
C17 -2.17928 -2.26036 4.35968
C18 -1.85206 -3.37457 3.56464
C19 -1.34272 -3.16656 2.31548
N3 -1.14145 -1.91008 1.87813
H5 4.08015 3.83469 4.85908
H6 3.42661 5.36862 4.28628
H7 4.41686 4.39541 3.21047
H8 2.16148 2.45794 5.25900
H9 0.05099 1.42428 4.49223
H10 0.25675 3.69007 0.86413
H11 2.38126 4.72755 1.64171
H12 -2.26461 -0.10576 4.46267
H13 -2.58609 -2.41268 5.35044
H14 -2.00403 -4.38274 3.91981
H15 -1.09767 -3.97780 1.64435
C20 -3.97685 1.78963 -1.89555
N4 -2.51121 1.85795 -1.84862
C21 -1.80403 2.88585 -2.38355
C22 -0.45824 2.95707 -2.28312
C23 0.20995 1.93128 -1.56010
N5 -0.50477 0.91457 -1.06797
C24 -1.84794 0.88322 -1.17281
O3 -2.42704 -0.10985 -0.69237
N6 1.52278 1.95578 -1.36542
H16 -4.35849 2.68179 -2.38126
H17 -4.36371 1.72555 -0.88118
H18 -4.28730 0.90387 -2.44430
H19 -2.38000 3.63759 -2.90492
H20 0.09434 3.76803 -2.73163
H21 2.09459 2.66986 -1.78208
H22 1.97043 1.19905 -0.87518
N7 -3.80197 -4.11254 -2.75249
C25 -2.54139 -3.93326 -2.30759
C26 -2.21746 -2.91144 -1.38873
N8 -0.96838 -2.75030 -0.97954
C27 -0.01816 -3.58226 -1.43077
C28 -0.35236 -4.56186 -2.34760
N9 -1.59002 -4.73101 -2.78888
H23 -4.58103 -3.62380 -2.35300
H24 -3.97924 -4.85939 -3.40234
H25 -2.97231 -2.23114 -1.02425
H26 0.98897 -3.45554 -1.06629
H27 0.40249 -5.23472 -2.73684

Summary:
HOMO: -13.7512 eV
charge: +2
LUMO level: -7.6 eV
gap between HOMO and LUMO: 6.113 eV

***

2.
C28H28Br2FeN7O2S as an isolated structure. Source: the OMol25 dataset; level of theory: ωB97M-V/def2-TZVPD.

Cartesian coordinates (Å):
Fe1 0.91509 -0.03862 0.76236
Br1 2.19013 0.97308 7.18817
C1 1.75178 0.76072 5.39066
C2 0.43373 0.86811 4.96646
C3 0.15867 0.66576 3.63104
N1 1.10087 0.38211 2.72351
C4 2.39144 0.34865 3.12570
C5 2.74402 0.51325 4.45301
C6 3.39191 0.17880 2.04353
C7 4.75277 0.23495 2.26057
C8 5.61475 0.08192 1.17962
Br2 7.45755 0.14317 1.44175
C9 5.08426 -0.11370 -0.08465
C10 3.71059 -0.14016 -0.22832
N2 2.87861 0.00798 0.80728
H1 -0.36343 1.10010 5.65756
H2 -0.85450 0.75779 3.26726
H3 3.77506 0.45801 4.76591
H4 5.15715 0.39619 3.24763
H5 5.71597 -0.23772 -0.95211
H6 3.27481 -0.27978 -1.20618
C11 -4.40752 -1.16295 -5.04421
C12 -3.06344 -1.05063 -4.38576
C13 -2.60791 -2.03166 -3.50734
C14 -1.35122 -1.94841 -2.92869
C15 -0.53875 -0.86635 -3.23544
C16 -0.96352 0.12222 -4.11729
C17 -2.22291 0.02592 -4.67920
S1 1.03093 -0.71265 -2.47381
O1 1.92000 -0.00249 -3.34433
O2 1.40298 -1.99561 -1.92668
N3 0.78782 0.21585 -1.15269
C18 0.90835 1.58217 -1.05095
C19 0.97402 2.61497 -1.98346
C20 1.04536 3.89753 -1.47809
C21 1.05450 4.13599 -0.09814
C22 1.00126 3.06451 0.75891
N4 0.92877 1.81895 0.27180
H7 -5.02117 -1.92915 -4.57434
H8 -4.29049 -1.42751 -6.09648
H9 -4.94464 -0.21519 -5.00751
H10 -3.23732 -2.88608 -3.29168
H11 -0.99064 -2.73089 -2.27442
H12 -0.30112 0.93238 -4.39104
H13 -2.55297 0.78365 -5.37899
H14 0.99229 2.40692 -3.04190
H15 1.09830 4.73512 -2.16118
H16 1.10867 5.14064 0.29346
H17 1.01744 3.17776 1.83504
C23 -5.41241 -0.78051 0.91716
C24 -3.93143 -0.58342 0.88378
C25 -3.08298 -1.17927 1.81736
C26 -1.72434 -0.97715 1.73418
N5 -1.13718 -0.22362 0.78771
C27 -1.95039 0.34344 -0.11872
C28 -3.32031 0.19287 -0.09696
H18 -5.73370 -1.27419 1.83115
H19 -5.72283 -1.39474 0.06959
H20 -5.93026 0.17455 0.83050
H21 -3.47724 -1.80411 2.60749
H22 -1.07156 -1.44735 2.45962
H23 -1.48509 0.93126 -0.89419
H24 -3.90669 0.68271 -0.86324
N6 1.80633 -2.56866 1.95508
N7 1.04639 -2.01822 0.86618
H25 2.07418 -3.52177 1.72626
H26 1.20961 -2.61464 2.77380
H27 0.14166 -2.47284 0.74294
H28 1.54997 -2.22001 -0.00610

Summary:
HOMO (alpha / beta): -13.8330 / -13.8482 eV
charge: +2
LUMO level (alpha / beta): -6.2 / -6.6 eV
<S²>: 0.7687
multiplicity: 2
gap between HOMO and LUMO (alpha / beta): 7.597 / 7.260 eV

***

3.
A 6-piece molecular cluster, C28H28Cl4N4O8 overall in a non-equilibrium geometry. Source: the OMol25 dataset; level of theory: ωB97M-V/def2-TZVPD.

Cartesian coordinates (Å):
O1 12.93745 -2.78039 5.78605
N1 12.17395 -2.13211 5.12317
O2 11.78598 -2.52404 4.03108
C1 11.95665 -0.74106 5.49917
C2 10.84682 -0.03404 4.94003
C3 10.60930 1.26311 5.43797
C4 11.37647 1.75071 6.47051
C5 12.35072 1.02155 7.03318
C6 12.71817 -0.17644 6.51997
H1 10.24854 -0.58637 4.23053
H2 9.92880 1.97022 4.98707
H3 11.09122 2.73355 6.81553
H4 12.78718 1.32878 7.97207
H5 13.46258 -0.81100 6.97778
O3 6.75657 -5.52106 2.79687
N2 6.12748 -6.44113 2.18500
O4 5.72700 -7.42228 2.76571
C7 6.10004 -6.44544 0.70800
C8 7.10386 -5.77543 -0.06909
C9 7.00947 -5.73091 -1.45359
C10 5.92565 -6.44554 -2.05296
C11 4.92002 -7.04037 -1.32387
C12 5.02655 -7.08834 0.03125
H6 7.91092 -5.27128 0.44168
H7 7.70958 -5.13340 -2.01859
H8 5.71692 -6.31268 -3.10424
H9 3.96994 -7.38316 -1.70629
H10 4.29321 -7.55802 0.67002
O5 12.66547 1.13695 11.42526
N3 12.37299 0.13034 12.03844
O6 12.18077 -0.00701 13.26168
C13 12.19430 -1.13392 11.22648
C14 11.44393 -1.11586 10.03698
C15 11.24292 -2.26097 9.29276
C16 11.76183 -3.50670 9.72486
C17 12.34481 -3.56941 11.02607
C18 12.64944 -2.36949 11.65914
H11 10.95401 -0.17487 9.83472
H12 10.62798 -2.00499 8.44263
H13 11.55349 -4.43121 9.20691
H14 12.68249 -4.56582 11.27011
H15 12.99877 -2.35796 12.68102
O7 9.73546 3.39957 11.95772
N4 9.44224 3.34998 10.77975
O8 9.49733 4.21411 9.88899
C19 8.85998 2.06060 10.24546
C20 8.36806 1.96537 8.86875
C21 8.22404 0.71012 8.36123
C22 8.30651 -0.46080 9.10500
C23 8.40706 -0.28701 10.48799
C24 8.78463 0.92096 11.04397
H16 8.35389 2.72493 8.10111
H17 7.97482 0.68341 7.31072
H18 8.01481 -1.38598 8.63028
H19 8.21982 -1.12376 11.14464
H20 9.15444 0.79477 12.05081
Cl1 8.43730 -2.36581 5.85704
C25 8.40847 -4.10190 5.37225
C26 9.83092 -4.78698 5.50467
Cl2 9.97854 -5.23761 7.22444
H21 8.23338 -3.99136 4.30210
H22 7.61460 -4.63122 5.89921
H23 10.65925 -4.18474 5.13147
H24 9.92337 -5.72146 4.95121
Cl3 6.92559 -0.58541 3.16528
C27 5.63177 -1.47987 3.93073
C28 4.48026 -1.85426 2.95357
Cl4 3.62536 -0.51799 2.23425
H25 5.42582 -0.93091 4.84961
H26 6.12955 -2.40331 4.22667
H27 3.81027 -2.54571 3.46457
H28 4.83544 -2.50878 2.15762

Summary:
HOMO: -9.6578 eV
LUMO level: -1.2 eV
SMILES: O=[N+]([O-])c1ccccc1.O=[N+]([O-])c1ccccc1.O=[N+]([O-])c1ccccc1.O=[N+]([O-])c1ccccc1.ClCCCl.ClCCCl
gap between HOMO and LUMO: 8.493 eV

***

4.
C28H28CoN9OS2Si as an isolated structure in a non-equilibrium geometry. Source: the OMol25 dataset; level of theory: ωB97M-V/def2-TZVPD.

Cartesian coordinates (Å):
Co1 -0.23604 1.00204 1.15428
N1 1.71869 -0.92243 4.65045
C1 1.51022 -1.09046 3.33360
N2 0.88719 -0.04143 2.85225
C2 0.72231 0.75297 3.94519
N3 1.21305 0.25703 5.06181
C3 -0.04284 2.00266 3.84017
C4 -0.20936 2.87412 4.90450
N4 -0.96786 3.96093 4.81220
C5 -1.57359 4.14610 3.63831
C6 -1.40443 3.29493 2.55853
N5 -0.61007 2.22597 2.64456
H1 2.14371 -1.54717 5.31290
H2 1.79936 -1.97142 2.78599
H3 0.28504 2.67101 5.84599
H4 -2.21704 5.01252 3.54521
H5 -1.88876 3.44384 1.60034
S1 -1.73378 1.94995 -0.55363
C7 -3.05742 0.81496 -0.54316
C8 -4.04052 0.90637 -1.53381
C9 -5.11284 0.02730 -1.61041
C10 -6.07036 0.16492 -2.67239
N6 -6.82376 0.28993 -3.53357
C11 -5.22201 -0.99569 -0.65690
C12 -4.26271 -1.09146 0.34102
C13 -3.17739 -0.21418 0.43212
S2 -2.03609 -0.42697 1.72962
C14 -6.30162 -1.94326 -0.69958
N7 -7.16661 -2.70207 -0.72007
H6 -3.94856 1.69146 -2.27378
H7 -4.34980 -1.87951 1.07788
C15 3.10707 -2.43827 -3.21273
N8 2.60427 -2.46576 -1.83781
N9 1.35554 -1.84606 -1.69961
C16 1.34920 -1.00780 -0.59144
O1 0.34456 -0.44146 -0.19057
C17 2.70990 -1.05719 -0.07717
C18 3.41134 -1.89275 -0.86435
C19 4.86619 -2.21301 -0.83740
C20 0.20999 -2.42989 -2.29797
C21 0.22362 -3.78067 -2.62489
C22 -0.90111 -4.35845 -3.19507
C23 -2.03845 -3.59856 -3.41959
C24 -2.04020 -2.25174 -3.08287
C25 -0.91859 -1.65068 -2.53265
H8 2.34333 -2.84227 -3.87256
H9 3.99025 -3.07042 -3.27595
H10 3.35070 -1.41858 -3.52748
H11 3.06462 -0.49229 0.76687
H12 5.30585 -1.83650 0.08344
H13 5.38836 -1.74599 -1.67475
H14 5.03086 -3.28961 -0.89457
H15 1.10004 -4.37804 -2.40940
H16 -0.89018 -5.41240 -3.44258
H17 -2.92303 -4.05259 -3.84596
H18 -2.92632 -1.65273 -3.23836
H19 -0.93191 -0.60312 -2.26342
C26 2.06195 2.16224 -1.28397
Si1 1.39768 2.46360 0.47707
C27 2.96759 2.55765 1.56972
C28 0.85411 4.28618 0.40808
H20 2.55873 3.06528 -1.65244
H21 1.23317 1.92951 -1.95721
H22 2.78543 1.34365 -1.33302
H23 3.67559 3.28515 1.15867
H24 3.48531 1.59691 1.65256
H25 2.71686 2.88155 2.58519
H26 1.64304 4.88923 -0.05235
H27 0.66491 4.70153 1.40171
H28 -0.05641 4.40142 -0.18480

Summary:
HOMO (alpha / beta): -2.2276 / -4.1888 eV
charge: -1
LUMO level (alpha / beta): 1.8 / 1.8 eV
<S²>: 1.0688
multiplicity: 2
gap between HOMO and LUMO (alpha / beta): 4.050 / 6.011 eV

***

For the records above, the corresponding energy relative to the best compared isomer or geometry (same formula, charge and spin) values read 175.75 8.79 214.88 198.61 kJ/mol.